The following is a quantum chemistry calculation of C58H46Br2N8O2ReS2 as an isolated structure, from the Open Molecules 2025 dataset.

Results
energy relative to the best compared isomer or geometry (same formula, charge and spin)	371.2	kJ/mol
total charge	+4
HOMO-LUMO gap (spin up / spin down)	1.45 / 2.16	eV
<S²>	3.863
multiplicity	4
LUMO energy (spin up / spin down)	-11.86 / -12.38	eV

Positions of all 119 atoms, in Å:
Re 5.189 -2.907 0.147
Br 1.570 -0.174 5.186
C 2.534 -1.015 3.755
C 3.932 -1.007 3.877
C 4.612 -1.732 2.962
N 4.048 -2.394 1.906
C 2.754 -2.296 1.751
C 1.914 -1.612 2.707
C 2.309 -2.822 0.426
C 1.033 -2.614 0.012
C 0.641 -3.111 -1.218
Br -1.161 -3.023 -1.819
C 1.492 -4.003 -1.890
C 2.742 -4.188 -1.297
N 3.189 -3.556 -0.199
H 4.439 -0.457 4.628
H 5.645 -1.966 3.095
H 0.860 -1.550 2.556
H 0.296 -2.084 0.621
H 1.100 -4.521 -2.740
H 3.502 -4.825 -1.795
C -1.604 5.828 4.017
C -1.915 4.738 3.040
C -1.964 4.915 1.680
C -2.359 3.906 0.830
C -2.677 2.596 1.385
C -2.559 2.403 2.786
C -2.122 3.474 3.607
S -3.150 1.227 0.372
O -2.574 -0.018 0.913
C -4.883 1.317 1.089
C -5.279 0.289 1.832
C -6.467 0.419 2.569
C -7.060 1.662 2.889
C -8.040 1.886 3.839
C -8.525 3.080 4.156
C -8.109 4.163 3.370
C -7.101 4.078 2.411
C -6.665 2.850 2.003
C -5.740 2.521 0.916
C -5.895 3.140 -0.291
C -7.006 4.074 -0.677
C -8.400 3.898 -0.363
C -9.354 4.895 -0.573
C -8.995 6.016 -1.261
C -7.651 6.172 -1.772
C -6.694 5.162 -1.500
C -5.364 5.207 -2.180
C -4.630 4.161 -2.252
C -5.066 3.014 -1.510
S -5.133 1.525 -2.154
O 4.858 -1.421 -0.677
C -4.145 1.588 -3.607
C -4.699 1.926 -4.863
C -3.833 1.887 -5.923
C -2.599 1.283 -5.859
C -1.738 1.011 -7.043
C -2.154 0.896 -4.635
C -2.915 0.895 -3.450
H -2.381 6.584 4.009
H -0.649 6.338 3.830
H -1.744 5.575 5.038
H -1.608 5.857 1.205
H -2.303 4.142 -0.223
H -2.592 1.379 3.162
H -1.911 3.338 4.653
H -4.595 -0.486 2.019
H -6.868 -0.464 3.106
H -8.286 0.888 4.256
H -9.155 3.088 5.031
H -8.434 5.262 3.690
H -6.754 4.943 1.794
H -8.755 3.029 0.138
H -10.329 4.674 -0.111
H -9.725 6.804 -1.460
H -7.566 7.136 -2.253
H -5.173 6.075 -2.835
H -3.880 4.022 -2.994
H -5.715 2.338 -4.883
H -4.374 2.156 -6.842
H -2.159 1.492 -7.874
H -1.757 -0.053 -7.294
H -0.706 1.335 -6.909
H -1.218 0.449 -4.552
H -2.455 0.568 -2.473
N 8.297 -4.383 0.854
C 7.255 -5.236 1.258
C 7.537 -6.464 1.768
C 6.480 -7.378 1.963
C 5.192 -7.065 1.754
C 5.000 -5.764 1.364
N 5.982 -4.864 1.043
C 8.222 -3.016 0.853
C 9.466 -2.376 1.144
C 9.537 -1.013 1.171
C 8.425 -0.181 0.881
C 7.287 -0.862 0.710
N 7.144 -2.298 0.641
H 9.235 -4.805 0.972
H 8.574 -6.768 1.990
H 6.745 -8.319 2.446
H 4.328 -7.655 1.885
H 3.984 -5.349 1.303
H 10.301 -2.934 1.538
H 10.538 -0.572 1.519
H 8.411 0.905 0.871
H 6.396 -0.352 0.462
N 7.486 -6.607 -3.388
C 7.224 -5.320 -3.143
C 6.468 -4.984 -2.015
N 6.172 -3.722 -1.719
C 6.469 -2.764 -2.651
C 7.225 -3.120 -3.725
N 7.629 -4.362 -3.969
H 7.565 -7.172 -2.585
H 8.271 -6.620 -4.078
H 6.273 -5.724 -1.273
H 5.948 -1.821 -2.413
H 7.590 -2.309 -4.441


The following is a quantum chemistry calculation of one molecule with the formula C8H14N4O2, from the Open Molecules 2025 dataset.

Results
energy relative to the best compared isomer or geometry (same formula, charge and spin)	606.3	kJ/mol
total charge	0
HOMO-LUMO gap	8.58	eV
LUMO energy	0.07	eV

Positions of all 28 atoms, in Å:
C -1.634 0.162 1.998
C -0.163 0.282 0.529
C -1.664 1.512 2.193
C -1.070 -1.562 -0.786
C 0.926 -1.812 0.620
C 1.094 -0.594 -1.596
C 0.507 2.451 -0.346
C 0.260 -0.821 -0.355
N -1.006 2.256 1.269
N -0.211 1.569 0.468
N -2.398 2.047 3.195
N -2.037 -0.931 2.626
O -2.851 -0.656 3.528
O -1.651 -2.074 2.415
H -1.820 -0.842 -1.096
H -0.819 -2.101 -1.648
H -1.460 -2.374 -0.172
H 1.804 -1.295 1.095
H 0.152 -1.945 1.409
H 1.342 -2.805 0.451
H 1.090 -1.519 -2.120
H 0.870 0.352 -2.109
H 2.158 -0.450 -1.399
H 0.971 3.362 0.120
H 1.232 1.792 -0.739
H -0.209 2.765 -1.070
H -3.152 1.606 3.604
H -2.373 3.124 3.210


The following is a quantum chemistry calculation of one molecule with the formula C2H8N4, from the Open Molecules 2025 dataset.

Results
energy relative to the best compared isomer or geometry (same formula, charge and spin)	102.6	kJ/mol
total charge	0
HOMO-LUMO gap	9.74	eV
SMILES string	[H]/N=C(\N)NNC
LUMO energy	0.94	eV

Positions of all 14 atoms, in Å:
C 2.359 -0.102 -0.090
C -1.285 0.213 -0.017
H 2.447 -0.655 -1.020
H 2.556 -0.825 0.701
H 3.162 0.619 -0.163
H 1.012 1.206 0.718
H 0.064 -0.966 0.833
H -3.180 -0.470 -0.056
H -2.013 -1.568 -0.609
H -2.485 1.645 -0.239
N 1.075 0.581 -0.058
N 0.004 -0.330 0.028
N -2.229 -0.816 0.013
N -1.486 1.468 -0.040


The following is a quantum chemistry calculation of a 7-piece molecular cluster, C36H92N6O13 overall, from the Open Molecules 2025 dataset.

Results
energy relative to the best compared isomer or geometry (same formula, charge and spin)	92.4	kJ/mol
total charge	0
HOMO-LUMO gap	9.26	eV
SMILES string	COCCNCCOC.COCCNCCOC.COCCNCCOC.COCCNCCOC.COCCNCCOC.COCCNCCOC.O
LUMO energy	0.63	eV

Positions of all 147 atoms, in Å:
C 19.110 1.520 -8.135
O 19.451 0.517 -9.057
C 19.106 -0.800 -8.617
C 20.172 -1.402 -7.708
N 20.424 -2.828 -7.888
C 19.311 -3.764 -7.695
C 18.777 -3.782 -6.258
O 17.496 -3.163 -6.151
C 16.447 -4.093 -5.964
H 18.058 1.824 -8.212
H 19.660 2.423 -8.415
H 19.365 1.255 -7.108
H 19.060 -1.363 -9.557
H 18.087 -0.815 -8.214
H 19.900 -1.199 -6.662
H 21.145 -0.918 -7.801
H 20.769 -2.931 -8.836
H 19.734 -4.730 -7.965
H 18.443 -3.503 -8.317
H 19.431 -3.232 -5.577
H 18.746 -4.823 -5.929
H 15.508 -3.551 -5.849
H 16.583 -4.712 -5.072
H 16.341 -4.733 -6.848
C 10.954 -1.652 -7.966
O 10.841 -1.761 -6.575
C 9.597 -1.395 -6.056
C 9.655 -1.497 -4.535
N 10.199 -2.779 -4.107
C 10.469 -2.809 -2.662
C 11.878 -2.330 -2.321
O 12.799 -2.932 -3.194
C 14.124 -2.518 -2.975
H 10.305 -2.353 -8.506
H 11.987 -1.863 -8.232
H 10.681 -0.643 -8.304
H 8.800 -2.069 -6.403
H 9.300 -0.365 -6.299
H 8.647 -1.342 -4.146
H 10.287 -0.659 -4.187
H 11.098 -2.869 -4.570
H 10.341 -3.838 -2.328
H 9.775 -2.160 -2.126
H 12.099 -2.630 -1.285
H 11.953 -1.233 -2.351
H 14.400 -2.621 -1.912
H 14.327 -1.467 -3.218
H 14.788 -3.185 -3.516
C 17.776 -2.336 0.288
O 18.119 -1.620 1.436
C 18.591 -2.467 2.470
C 20.052 -2.800 2.264
N 20.583 -3.556 3.396
C 21.928 -4.059 3.239
C 22.123 -5.106 2.142
O 21.416 -6.257 2.535
C 21.653 -7.395 1.736
H 16.794 -2.828 0.328
H 18.468 -3.163 0.069
H 17.823 -1.752 -0.632
H 18.002 -3.397 2.504
H 18.415 -1.965 3.421
H 20.640 -1.885 2.135
H 20.209 -3.371 1.337
H 19.950 -4.328 3.579
H 22.289 -4.504 4.170
H 22.610 -3.218 3.066
H 23.205 -5.305 2.076
H 21.787 -4.742 1.163
H 20.748 -7.990 1.633
H 22.505 -7.960 2.128
H 21.907 -7.092 0.709
C 24.560 -7.324 -0.717
O 23.611 -7.055 -1.713
C 23.555 -5.677 -1.993
C 22.393 -5.369 -2.909
N 21.116 -5.514 -2.217
C 20.022 -4.863 -2.921
C 18.718 -5.017 -2.144
O 17.865 -5.870 -2.894
C 16.590 -6.030 -2.297
H 25.575 -7.035 -1.011
H 24.581 -8.386 -0.466
H 24.313 -6.856 0.246
H 24.480 -5.379 -2.514
H 23.460 -5.038 -1.106
H 22.438 -6.054 -3.772
H 22.512 -4.366 -3.321
H 20.947 -6.497 -2.050
H 19.896 -5.246 -3.945
H 20.260 -3.804 -3.064
H 18.248 -4.036 -2.005
H 18.900 -5.405 -1.135
H 15.835 -5.470 -2.858
H 16.582 -5.722 -1.249
H 16.301 -7.083 -2.330
C 21.224 0.492 -2.119
O 20.168 1.325 -2.561
C 19.030 0.553 -2.885
C 17.910 1.450 -3.346
N 16.760 0.653 -3.787
C 16.781 0.337 -5.218
C 15.464 -0.284 -5.657
O 14.413 0.361 -4.973
C 13.135 -0.159 -5.271
H 21.481 -0.248 -2.881
H 20.974 0.042 -1.152
H 22.084 1.143 -1.961
H 18.689 0.044 -1.974
H 19.289 -0.213 -3.627
H 18.168 2.176 -4.128
H 17.531 2.034 -2.503
H 15.872 1.105 -3.614
H 17.570 -0.384 -5.459
H 16.972 1.259 -5.781
H 15.444 -1.367 -5.496
H 15.328 -0.115 -6.734
H 13.112 -1.254 -5.233
H 12.727 0.168 -6.232
H 12.496 0.182 -4.453
C 15.544 0.495 -0.741
O 15.084 1.814 -0.635
C 15.833 2.588 0.286
C 15.652 4.054 -0.066
N 14.250 4.431 0.029
C 13.979 5.688 -0.650
C 12.517 5.778 -1.032
O 12.209 4.610 -1.779
C 10.850 4.457 -2.030
H 15.408 -0.070 0.195
H 16.617 0.440 -0.956
H 14.965 -0.030 -1.497
H 16.892 2.307 0.229
H 15.490 2.369 1.306
H 16.030 4.116 -1.098
H 16.260 4.607 0.653
H 13.743 3.705 -0.472
H 14.582 5.814 -1.567
H 14.263 6.530 -0.012
H 12.273 6.651 -1.642
H 11.932 5.749 -0.103
H 10.428 5.223 -2.688
H 10.267 4.428 -1.095
H 10.663 3.477 -2.472
O 17.140 -2.059 -3.205
H 17.393 -2.473 -4.041
H 16.934 -1.117 -3.420


The following is a quantum chemistry calculation of C11H6ClF2NO4S4SbTc as an isolated structure, from the Open Molecules 2025 dataset.

Results
total charge	+2
HOMO-LUMO gap (spin up / spin down)	5.13 / 5.13	eV
LUMO energy (spin up / spin down)	-9.51 / -9.51	eV

Positions of all 31 atoms, in Å:
Tc -0.739 -0.071 -0.810
O -3.556 -2.022 -2.005
Cl -2.674 -1.932 -0.924
O -2.887 -2.861 0.108
O -1.262 -1.948 -1.409
O -2.632 -0.503 -0.366
F -2.552 2.828 3.256
C -1.557 2.173 2.731
C -1.668 1.723 1.430
C -0.641 0.950 0.898
C 0.541 0.732 1.668
C 0.616 1.252 2.979
F 1.673 1.036 3.767
C -0.417 2.022 3.500
C 1.511 -0.136 1.052
C 2.684 -0.549 1.630
C 3.473 -1.491 1.013
C 3.043 -2.040 -0.188
C 1.891 -1.569 -0.756
N 1.127 -0.639 -0.167
H -2.634 1.890 0.951
H -0.376 2.323 4.543
H 3.008 -0.051 2.530
H 4.383 -1.747 1.468
H 3.683 -2.717 -0.771
H 1.593 -1.910 -1.752
S 0.221 2.299 -6.326
Sb -1.511 2.759 -5.163
S -0.411 1.323 -2.217
S -1.553 -1.267 -4.876
S -2.378 0.141 -5.797


The following is a quantum chemistry calculation of C52H60FLaN4O2P4S as an isolated structure, from the Open Molecules 2025 dataset.

Results
energy relative to the best compared isomer or geometry (same formula, charge and spin)	39.2	kJ/mol
total charge	+2
HOMO-LUMO gap	7.69	eV
LUMO energy	-4.34	eV

Positions of all 125 atoms, in Å:
La -0.428 0.302 -0.787
C -2.986 -5.663 -4.460
C -1.687 -5.334 -4.091
C -1.441 -4.147 -3.417
C -2.491 -3.277 -3.120
C -3.791 -3.613 -3.486
C -4.035 -4.807 -4.154
P -2.085 -1.698 -2.356
C -3.642 -1.062 -1.626
C -4.278 0.102 -2.053
C -5.461 0.517 -1.446
C -6.010 -0.214 -0.404
C -5.382 -1.377 0.029
C -4.212 -1.795 -0.581
C -1.746 -0.483 -3.664
C -2.090 -0.672 -5.004
C -1.859 0.352 -5.912
C -1.307 1.551 -5.471
C -0.967 1.706 -4.130
C -1.145 0.694 -3.172
H -3.181 -6.590 -4.982
H -0.870 -6.006 -4.321
H -0.428 -3.899 -3.115
H -4.615 -2.949 -3.255
H -5.047 -5.067 -4.437
H -3.865 0.670 -2.877
H -5.972 1.400 -1.812
H -6.936 0.106 0.057
H -5.812 -1.961 0.832
H -3.748 -2.719 -0.257
H -2.541 -1.600 -5.337
H -2.113 0.221 -6.956
H -1.141 2.356 -6.176
H -0.545 2.671 -3.841
C 7.165 -1.174 1.751
S 6.412 -1.001 3.377
C 5.303 -2.438 3.402
C 3.843 -2.094 3.139
C 3.640 -1.400 1.803
N 2.225 -1.049 1.564
P 1.632 0.532 1.800
C 1.951 0.978 3.517
C 0.866 0.967 4.394
C 1.055 1.237 5.744
C 2.328 1.523 6.217
C 3.413 1.547 5.344
C 3.227 1.282 3.997
C 2.793 1.611 0.869
C 3.496 1.127 -0.232
C 4.275 1.970 -1.018
C 4.352 3.322 -0.716
C 3.648 3.825 0.377
C 2.878 2.976 1.164
P 1.118 -1.975 0.595
C -0.152 -2.448 1.815
C -1.329 -3.017 1.334
C -2.317 -3.438 2.213
C -2.139 -3.284 3.581
C -0.967 -2.716 4.068
C 0.026 -2.303 3.190
C 1.955 -3.522 0.223
C 2.104 -4.546 1.159
C 2.791 -5.700 0.818
C 3.322 -5.846 -0.460
C 3.160 -4.843 -1.405
C 2.474 -3.685 -1.062
H 7.963 -0.435 1.690
H 6.458 -0.991 0.939
H 7.607 -2.163 1.637
H 5.409 -2.886 4.390
H 5.669 -3.170 2.678
H 3.475 -1.457 3.947
H 3.246 -3.012 3.157
H 4.011 -2.042 0.999
H 4.231 -0.484 1.772
H -0.126 0.733 4.021
H 0.211 1.223 6.422
H 2.478 1.730 7.269
H 4.405 1.768 5.716
H 4.082 1.301 3.331
H 3.439 0.073 -0.481
H 4.827 1.572 -1.860
H 4.968 3.979 -1.316
H 3.721 4.876 0.625
H 2.358 3.375 2.030
H -1.460 -3.158 0.265
H -3.224 -3.894 1.835
H -2.908 -3.614 4.267
H -0.822 -2.605 5.135
H 0.943 -1.873 3.575
H 1.671 -4.450 2.148
H 2.906 -6.494 1.545
H 3.852 -6.752 -0.722
H 3.557 -4.966 -2.404
H 2.324 -2.908 -1.803
O 0.887 2.621 -1.510
H 1.700 2.903 -1.061
H 1.110 2.519 -2.446
O 1.611 -0.257 -2.701
H 1.181 -0.298 -3.567
H 2.434 -0.751 -2.769
F -1.729 0.880 0.759
C -3.665 5.298 1.147
N -2.133 5.166 1.058
C -1.617 6.186 0.027
N -2.263 6.014 -1.223
C -3.715 6.127 -1.068
N -4.254 5.136 -0.133
C -4.143 3.761 -0.650
P -2.396 3.230 -0.976
C -1.747 3.755 0.683
C -1.878 4.757 -1.892
H -3.853 6.294 1.546
H -4.000 4.539 1.850
H -1.737 5.396 1.969
H -0.542 6.029 -0.047
H -1.828 7.167 0.454
H -4.186 5.993 -2.039
H -3.954 7.125 -0.700
H -4.705 3.695 -1.583
H -4.604 3.060 0.047
H -0.658 3.693 0.709
H -2.142 3.078 1.439
H -2.334 4.738 -2.883
H -0.796 4.733 -2.035


The following is a quantum chemistry calculation of one molecule with the formula C5H9NO, from the Open Molecules 2025 dataset.

Results
energy relative to the best compared isomer or geometry (same formula, charge and spin)	111.3	kJ/mol
total charge	0
HOMO-LUMO gap	11.48	eV
SMILES string	C[C@H](C#N)CCO
LUMO energy	0.86	eV

Positions of all 16 atoms, in Å:
C 1.289 1.231 1.153
C 0.624 0.373 0.071
C -0.523 -0.502 0.602
C -1.158 -1.405 -0.495
O -0.371 -1.547 -1.664
C 0.126 1.212 -1.032
N -0.311 1.833 -1.906
H 1.666 0.588 1.956
H 0.582 1.945 1.587
H 2.133 1.791 0.741
H 1.369 -0.297 -0.370
H -0.112 -1.119 1.409
H -1.286 0.144 1.060
H -2.148 -1.010 -0.747
H -1.293 -2.418 -0.105
H -0.588 -0.817 -2.260


Q: The highest total charge belongs to which entry?
A: C58H46Br2N8O2ReS2